Below is 2 unconnected molecules or ions with the total composition C6H6, with properties calculated with ωB97M-V/def2-TZVPD.

Summary:
Net charge: 0
Energy above the lowest of the compared OMol25 structures with the same formula, charge and spin in kcal per mole: 200.17
HOMO (spin up / spin down) in Ha: -0.2976 / -0.2912
2S+1: 1
DFT total energy in Eh: -231.907340
Gap between HOMO and LUMO (spin up / spin down) in Ha: 0.26687 / 0.29081
Lowest unoccupied orbital energy (spin up / spin down) in eV: -0.84 / -0.01
F_max in eV Å⁻¹: 0.927

Element x y z (Å)
C  -0.66502  -1.55420  -0.77474
C  -0.46727  0.32703  0.64140
C  0.34001  -0.74541  0.00051
C  1.53597  -1.15469  -0.15520
C  -0.06530  1.71185  0.60177
C  0.19503  2.88925  0.50565
H  -0.71011  -1.34527  -1.84728
H  -0.84357  -2.59834  -0.51809
H  -1.41076  -0.40946  -0.18512
H  -0.83122  0.00943  1.62524
H  2.59613  -1.10798  -0.32344
H  0.41564  3.93119  0.40250

Below is a single C6H6 molecule, with properties calculated with ωB97M-V/def2-TZVPD.

Summary:
Net charge: 0
Energy above the lowest of the compared OMol25 structures with the same formula, charge and spin in kcal per mole: 83.79
HOMO in Ha: -0.3323
SMILES string: C#CC=C=CC
2S+1: 1
DFT total energy in Eh: -232.092794
Gap between HOMO and LUMO in Ha: 0.36801
Lowest unoccupied orbital energy in eV: 0.97
F_max in eV Å⁻¹: 0.583

Element x y z (Å)
C  2.02789  0.59750  0.05316
C  -1.06858  -1.09318  0.31491
C  -2.19160  -0.20122  0.27397
C  -3.10751  0.58311  0.26257
C  0.05485  -0.78935  -0.29519
C  1.17324  -0.33154  -0.78320
H  1.55882  1.58636  0.09767
H  3.03338  0.71582  -0.35591
H  2.10925  0.22275  1.07711
H  -1.14996  -2.00211  0.90791
H  -3.91484  1.28069  0.24955
H  1.47505  -0.56883  -1.80256

Below is 28 unconnected molecules or ions with the total composition C6H65NO30, with properties calculated with ωB97M-V/def2-TZVPD.

Summary:
Net charge: 0
HOMO in Ha: -0.3215
2S+1: 1
DFT total energy in Eh: -2579.347291
Gap between HOMO and LUMO in Ha: 0.30927
Lowest unoccupied orbital energy in eV: -0.33
F_max in eV Å⁻¹: 8.587

Element x y z (Å)
C  0.05363  -0.46936  1.42318
N  1.48734  -0.72808  0.91532
C  2.29372  -1.00362  2.16535
C  1.50220  -1.89375  -0.05822
O  1.40161  -3.17105  0.40491
C  1.57795  -1.75487  -1.70726
C  1.87800  -0.23406  -2.24087
O  3.26159  0.23595  -1.92079
C  3.76054  0.85475  -3.18049
O  3.17869  1.92969  -3.76967
H  -0.62979  0.02215  0.58863
H  -0.46577  -1.44310  1.81237
H  0.05178  0.30634  2.32276
H  3.45856  -0.95567  1.93993
H  2.11949  -0.19921  3.02991
H  2.07997  -2.05401  2.66373
H  0.62112  -2.18198  -2.22848
H  2.48893  -2.42911  -2.07871
H  1.84158  -0.28791  -3.43241
H  1.05518  0.54446  -1.90743
H  4.72067  0.42720  -3.71713
O  3.02478  -2.38895  4.77879
H  3.87784  -2.60258  5.18587
H  2.43542  -3.09356  5.08697
O  1.45483  -5.04358  3.96175
H  0.98275  -5.87403  3.79882
H  1.66209  -4.71422  3.07441
O  -0.88208  -2.09931  -3.48802
H  -1.35416  -2.92976  -3.65095
H  -0.67482  -1.76995  -4.37535
O  -2.34131  -1.23936  -0.69242
H  -2.30390  -1.21703  -1.66049
H  -1.64085  -1.86157  -0.44543
O  -3.97399  1.06254  -2.55927
H  -3.81804  0.42959  -1.84226
H  -3.47982  1.85042  -2.28754
O  1.72322  -1.40701  7.50445
H  1.25114  -2.23745  7.34153
H  1.93048  -1.07765  6.61712
O  -0.01393  -3.13186  9.44334
H  0.14202  -3.76480  10.16035
H  0.48024  -2.34398  9.71507
O  -0.31537  -3.50257  6.20338
H  -1.19657  -3.32477  5.84155
H  -0.47300  -3.63167  7.15063
O  -2.81387  3.72124  -2.18010
H  -2.69027  4.45770  -2.79768
H  -2.98072  4.15446  -1.32965
O  -4.25791  2.21850  -5.29616
H  -4.19283  1.85814  -4.39897
H  -5.10567  2.68765  -5.29901
O  -3.04905  -2.17073  5.58191
H  -3.54658  -2.01939  4.76422
H  -2.89092  -1.27965  5.92797
O  -1.10733  5.23334  -4.07866
H  -1.06992  5.25566  -5.04673
H  -0.40687  4.61113  -3.83167
O  -0.87390  8.27695  -3.03978
H  0.03143  8.51568  -2.78989
H  -0.84839  7.31148  -3.11739
O  3.32745  -1.73235  -4.50365
H  3.26569  -1.14447  -5.27153
H  4.17688  -2.18323  -4.62181
O  4.23794  0.95349  3.17927
H  4.17618  1.54137  2.41139
H  5.08737  0.50260  3.06111
O  5.90783  -3.55383  -3.98370
H  6.76089  -3.76745  -3.57662
H  5.31847  -4.25844  -3.67553
O  -0.48226  0.53569  8.78010
H  0.20821  -0.01150  8.37652
H  -0.02211  1.00640  9.49108
O  1.56320  4.99738  -4.20171
H  2.41025  4.52671  -4.19581
H  1.81084  5.92307  -4.34513
O  6.85488  0.50584  -4.26869
H  7.01083  -0.12711  -3.55168
H  7.34905  1.29372  -3.99696
O  -1.17394  2.92655  0.49092
H  -1.67146  3.07789  -0.32677
H  -1.01581  3.81763  0.83699
O  4.17236  2.98787  0.34022
H  4.45968  2.38323  -0.36042
H  3.37940  3.40866  -0.02440
O  -6.66101  -1.05841  -1.81395
H  -5.81397  -1.52908  -1.80805
H  -6.41338  -0.13272  -1.95737
O  -6.90964  -2.26171  0.95103
H  -6.97140  -1.67383  0.18316
H  -6.06021  -2.71259  0.83287
O  0.27331  2.08959  3.35232
H  -0.22422  2.24094  2.53463
H  0.43144  2.98068  3.69838
O  -2.03163  -6.03328  8.07844
H  -2.52915  -5.88194  7.26075
H  -1.87350  -5.14220  8.42450
O  -5.07041  1.19865  -8.14713
H  -4.37994  0.65146  -8.55071
H  -4.61027  1.66936  -7.43615
O  -5.78303  3.13222  -10.53667
H  -5.62708  2.49927  -9.81966
H  -5.28886  3.92010  -10.26494

Below is a molecular structure, C6H68NO28, with properties calculated with ωB97M-V/def2-TZVPD.

Summary:
Net charge: +1
Energy above the lowest of the compared OMol25 structures with the same formula, charge and spin in kcal per mole: 47.94
HOMO in Ha: -0.4371
2S+1: 1
DFT total energy in Eh: -2430.289382
Gap between HOMO and LUMO in Ha: 0.33342
Lowest unoccupied orbital energy in eV: -2.82
F_max in eV Å⁻¹: 11.080

Element x y z (Å)
C  -3.33714  -0.42745  -3.69592
O  -2.87847  -0.41023  -2.29374
C  -1.56502  0.13822  -2.06927
C  -1.35059  -0.05841  -0.56498
N  -0.11995  0.63395  -0.11854
H  0.59278  0.45068  -0.78009
H  -0.36723  1.58591  -0.02529
C  0.27059  0.32853  1.27645
C  1.60049  0.90855  1.58306
O  1.85806  0.49299  2.87065
C  3.17347  0.44681  3.44715
H  -2.64650  -1.02619  -4.12944
H  -3.26246  0.68226  -3.97190
H  -4.44921  -0.61866  -3.64825
H  -1.79604  1.16163  -2.33270
H  -0.90596  -0.40713  -2.61205
H  -1.15109  -1.24866  -0.46343
H  -2.39500  0.17930  -0.04690
H  0.34526  -0.77015  1.33062
H  -0.48599  0.64340  1.93474
H  1.71592  1.94575  1.42669
H  2.23504  0.28348  0.71571
H  3.36529  -0.30919  4.12160
H  3.39710  1.65278  3.73311
H  3.92829  0.54770  2.69544
O  -0.74436  -2.47269  -5.62207
H  -1.20391  -3.14431  -6.08712
H  -0.97722  -2.64711  -4.71795
O  1.22457  0.60951  -4.44453
H  1.32339  -0.07984  -5.12680
H  0.72861  1.34492  -4.68581
O  -4.50724  1.48170  -5.98165
H  -4.35461  0.89486  -6.66859
H  -5.35482  0.94196  -5.77688
O  5.95459  0.59676  1.08589
H  5.44826  1.51983  1.03961
H  5.47744  0.10421  0.33039
O  -0.94471  2.36443  3.69239
H  -1.86270  2.02374  3.42127
H  -0.41293  1.69799  4.15893
O  -4.74783  0.16105  -1.52772
H  -5.04463  1.08851  -1.44715
H  -4.03848  0.10799  -2.04028
O  -6.71287  -0.07255  -5.09359
H  -6.46894  -0.62139  -4.31455
H  -7.29696  0.51422  -4.54344
O  4.89744  2.87975  1.94119
H  4.13274  3.52037  1.99478
H  5.61410  3.24992  2.24481
O  -3.60651  1.76348  2.75348
H  -3.95655  1.22954  3.61434
H  -3.60715  0.94351  2.18168
O  4.39645  0.09478  -1.40530
H  5.28085  0.03269  -1.75516
H  4.13481  1.02991  -1.33382
O  -5.93227  -1.83267  -3.26203
H  -6.98645  -1.83979  -3.14528
H  -5.79483  -1.27754  -2.44947
O  1.67887  -1.83790  6.05162
H  1.90798  -2.62055  5.56019
H  2.42552  -1.48875  6.53106
O  6.53410  -1.17812  3.14345
H  6.33125  -0.41467  2.78071
H  6.92085  -1.67182  2.51124
O  -4.00134  3.87392  -4.37552
H  -4.14917  2.88874  -4.57486
H  -3.51103  4.07785  -3.55320
O  1.62950  -0.44237  -1.74563
H  2.59919  -0.43940  -1.62370
H  1.52297  -0.40044  -2.78349
O  3.56471  1.70670  6.76971
H  2.65197  2.03519  6.83055
H  3.42228  0.71271  6.71545
O  -4.18966  -3.70412  -4.31186
H  -4.83559  -3.14477  -3.98849
H  -4.16470  -3.21479  -5.12313
O  2.25139  -2.78260  1.01873
H  1.78037  -2.81630  0.32640
H  1.55663  -3.28774  1.40932
O  0.40441  0.38917  5.02323
H  1.11710  0.37563  4.41345
H  0.70386  -0.25139  5.49992
O  5.82303  -1.65657  5.77886
H  5.93177  -1.56109  4.77655
H  6.69228  -1.90418  5.97070
O  -4.05037  -0.41574  1.06211
H  -4.37335  -1.22125  1.42281
H  -4.27622  -0.32157  0.23412
O  3.53303  -3.28796  3.46011
H  3.29890  -3.44835  2.56334
H  4.18203  -2.54256  3.55285
O  2.00107  4.40041  1.95393
H  2.17157  5.26077  1.41105
H  2.22561  4.55590  2.86476
O  -1.79291  -3.04775  -2.96229
H  -2.65809  -3.15509  -3.33720
H  -1.87928  -3.34024  -2.02001
O  -1.11138  3.02373  -0.06904
H  -0.61677  3.88019  -0.35883
H  -2.04577  3.40326  -0.20406
O  1.04647  -2.66187  -1.02151
H  0.70070  -3.45322  -1.42090
H  1.21729  -1.88460  -1.57474

Below is a single C6H6Br2 molecule, with properties calculated with ωB97M-V/def2-TZVPD.

Summary:
Net charge: 0
Energy above the lowest of the compared OMol25 structures with the same formula, charge and spin in kcal per mole: 42.56
HOMO in Ha: -0.3641
SMILES string: C#C[C@@H](Br)[C@H](Br)C=C
2S+1: 1
DFT total energy in Eh: -5380.130980
Gap between HOMO and LUMO in Ha: 0.36454
Lowest unoccupied orbital energy in eV: 0.01
F_max in eV Å⁻¹: 6.104

Element x y z (Å)
C  -2.45211  -0.87198  1.34688
C  -1.32674  -0.58077  1.75176
C  0.93433  0.17737  -1.76202
C  -0.02874  0.21982  -0.79244
C  0.04605  -0.17583  1.69617
C  0.37701  0.71674  0.55742
Br  1.34347  -1.79621  1.54420
Br  -0.64934  2.32420  0.97114
H  -3.41372  -1.09433  1.19186
H  0.57417  -0.24458  -2.72861
H  1.96721  0.37789  -1.64339
H  -0.99664  -0.08458  -0.89591
H  0.47956  0.33841  2.45596
H  1.45972  0.80950  0.63365

Below is 2 unconnected molecules or ions with the total composition C6H6Br2N2, with properties calculated with ωB97M-V/def2-TZVPD.

Summary:
Net charge: 0
Energy above the lowest of the compared OMol25 structures with the same formula, charge and spin in kcal per mole: 21.12
HOMO in Ha: -0.3565
2S+1: 1
DFT total energy in Eh: -5489.668221
Gap between HOMO and LUMO in Ha: 0.32589
Lowest unoccupied orbital energy in eV: -0.83
F_max in eV Å⁻¹: 3.840

Element x y z (Å)
C  -0.64462  -1.42240  -0.98078
C  0.77850  1.30676  1.21924
C  -1.69109  0.78464  -0.96186
C  1.71837  -0.96696  0.95906
C  -1.00217  -0.34918  -0.12738
C  1.07832  0.23722  0.27045
N  -0.26361  -2.22369  -1.71537
N  0.53841  2.19904  1.90332
Br  -1.88402  -0.66568  1.53241
Br  1.71523  0.86033  -1.34185
H  -2.60111  0.41013  -1.34359
H  -0.92803  1.08821  -1.73164
H  -2.11286  1.68862  -0.35605
H  2.44642  -0.73388  1.76646
H  2.19142  -1.59660  0.17824
H  0.91590  -1.63353  1.34714

Below is a molecular structure, C6H6Br3N, with properties calculated with ωB97M-V/def2-TZVPD.

Summary:
Net charge: 0
Energy above the lowest of the compared OMol25 structures with the same formula, charge and spin in kcal per mole: 16.23
HOMO in Ha: -0.3523
2S+1: 1
DFT total energy in Eh: -8008.988753
Gap between HOMO and LUMO in Ha: 0.35534
Lowest unoccupied orbital energy in eV: 0.08
F_max in eV Å⁻¹: 3.599

Element x y z (Å)
N  0.69204  -1.96547  -0.62579
C  1.06447  -0.70875  -0.96362
C  1.55519  0.19679  -0.05468
C  1.72349  -0.14958  1.25964
C  1.23470  -1.42123  1.65197
C  0.91692  -2.34405  0.65574
H  0.92329  -0.35859  -1.97491
H  1.81482  1.17027  -0.42616
H  1.99414  0.48304  2.01972
H  1.15196  -1.66409  2.66629
H  0.69379  -3.35159  0.87659
C  -2.76621  2.08517  -0.95168
Br  -2.44245  3.41306  -2.27455
Br  -1.22377  1.53620  -0.00679
Br  -3.84824  0.59264  -1.56786
H  -3.48413  2.48619  -0.28391

Below is a gas-phase ion, C6H6BrN4 (charge +1), with properties calculated with ωB97M-V/def2-TZVPD.

Summary:
Net charge: +1
Energy above the lowest of the compared OMol25 structures with the same formula, charge and spin in kcal per mole: 78.18
HOMO (spin up / spin down) in Ha: -0.4398 / -0.4397
2S+1: 1
DFT total energy in Eh: -3024.931820
Gap between HOMO and LUMO (spin up / spin down) in Ha: 0.25310 / 0.25308
Lowest unoccupied orbital energy (spin up / spin down) in eV: -5.08 / -5.08
F_max in eV Å⁻¹: 2.652

Element x y z (Å)
C  1.31138  -1.76802  0.42269
C  0.09566  -2.40162  0.21534
C  1.36728  -0.38551  0.34985
C  -1.05019  -1.64200  0.01983
C  -0.99955  -0.17664  0.06476
C  -2.03617  0.66950  -0.14999
N  0.28599  0.34912  0.14526
N  -2.18943  -2.10364  -0.45390
N  -3.25840  -1.79868  -0.72305
N  -1.79086  1.99808  -0.44127
Br  -3.91830  0.16745  0.25139
H  2.20720  -2.33382  0.60391
H  0.02341  -3.47950  0.18708
H  2.30779  0.13699  0.43808
H  -2.31655  2.66763  0.11102
H  -1.87978  2.23194  -1.42622
H  0.31775  1.36526  0.11154